{
  "formula": "C27H76N4O11",
  "method": "ωB97M-V/def2-TZVPD",
  "species": ["O", "O", "O", "O", "O", "O", "O", "O", "O", "O", "O", "N", "N", "N", "N", "C", "C", "C", "C", "C", "C", "C", "C", "C", "C", "C", "C", "C", "C", "C", "C", "C", "C", "C", "C", "C", "C", "C", "C", "C", "C", "C", "H", "H", "H", "H", "H", "H", "H", "H", "H", "H", "H", "H", "H", "H", "H", "H", "H", "H", "H", "H", "H", "H", "H", "H", "H", "H", "H", "H", "H", "H", "H", "H", "H", "H", "H", "H", "H", "H", "H", "H", "H", "H", "H", "H", "H", "H", "H", "H", "H", "H", "H", "H", "H", "H", "H", "H", "H", "H", "H", "H", "H", "H", "H", "H", "H", "H", "H", "H", "H", "H", "H", "H", "H", "H", "H", "H"],
  "coordinates": [[-2.80822, -3.78066, -5.16186], [-2.17329, 0.80582, 2.88855], [1.07579, -0.53069, -6.45529], [-1.56410, 2.27562, -3.14272], [4.31162, 4.13484, -3.40769], [3.39391, -4.15214, 1.35223], [-6.24462, 3.36402, 1.35899], [4.60146, 2.16281, 1.49332], [1.59714, -3.26654, 3.69830], [-3.53704, 0.49253, -1.22596], [-1.23305, -0.00039, 0.04283], [0.08384, 1.36064, -5.98785], [-2.20302, 4.16554, -2.00828], [-0.82676, 2.86134, -1.07860], [-0.25796, -0.32912, -4.61951], [-4.86339, -2.51222, -4.73654], [-0.33506, -4.11572, 4.96841], [-4.68417, -0.20087, -0.79701], [-1.22233, 1.79115, 4.77764], [-0.92717, 1.02020, 3.54339], [-0.34067, -0.53858, -0.86400], [-3.35673, -2.60935, -4.47240], [3.68059, -2.04519, 0.31262], [3.71509, 1.80750, 3.66030], [4.74765, -4.20164, -0.58903], [-1.61790, 2.98855, -2.08091], [4.36676, -3.37035, 0.64035], [-4.92611, 3.89292, 1.20700], [3.65938, 4.10803, -2.15072], [-4.16761, -0.94737, 0.43459], [3.75774, 5.40796, -1.38222], [0.63188, -4.22353, 3.73680], [0.37332, 0.11037, -5.70808], [0.97893, -0.07998, -0.29683], [-0.26899, -0.38690, 3.90654], [4.36720, 1.10409, 2.45326], [-3.12767, -2.80364, -3.00472], [-4.06549, 2.86188, 1.94210], [-0.00737, -4.39263, 2.39830], [2.23152, 3.78878, -2.48401], [5.78329, 0.53012, 2.84143], [-0.40752, -2.02713, -0.69842], [-0.25459, 1.54168, 2.86237], [4.77793, 5.74949, -1.55733], [-0.04723, -1.29296, -4.40338], [3.16555, 6.25204, -1.73567], [-5.33207, -3.39068, -4.29298], [-1.80552, 2.70298, 4.64902], [-5.15279, -2.37730, -5.77872], [-1.14268, -0.02930, -4.23548], [-6.23005, 2.41238, 1.23342], [4.42428, -1.28522, 0.07291], [-5.14352, 4.79459, 1.77956], [1.07965, -0.31349, 0.76309], [5.67533, -3.80378, -1.00038], [1.60611, 3.31757, -1.72578], [-0.64711, 1.91792, -0.76591], [-3.22524, 3.40575, 2.37371], [-4.59892, 2.48343, 2.81407], [-3.78930, -3.54711, -2.56019], [4.86591, 3.35351, -3.46999], [-0.20619, -0.94272, 2.97101], [-2.07965, 0.67322, 1.94237], [1.18246, 0.98718, -0.38532], [3.09168, -2.06421, -0.60439], [3.44782, 1.02765, 4.37339], [-1.75986, 1.13578, 5.46296], [0.57372, 1.73009, -6.79011], [-1.54433, 4.89149, -1.76494], [-0.65335, -5.26717, 2.47568], [3.64041, 5.33046, -0.30132], [0.33616, -2.65383, -1.19065], [2.08862, -3.40969, 2.88617], [-1.03543, -4.95077, 4.98518], [0.76161, -0.35646, 4.26015], [-2.01244, 0.38937, -0.35994], [-0.94282, 3.65807, -0.46879], [-3.30187, -1.58826, 0.26769], [-4.67954, 4.12640, 0.17125], [-1.88421, -3.74215, -4.90432], [-5.56685, 0.40987, -0.60733], [0.27068, -3.90465, 5.84968], [5.68629, -0.50864, 3.15713], [3.82923, -4.92208, 1.72544], [-0.23313, 1.91061, 5.21957], [-3.78669, 2.16539, 1.15136], [3.86643, -4.10944, -1.22390], [2.25501, 3.09625, -3.32541], [-0.63123, -3.52296, 2.19194], [-5.01155, -1.45889, 0.89742], [5.34308, 2.64908, 1.86093], [-5.23810, -1.62694, -4.22276], [-0.29759, -2.32846, 0.34331], [-0.51908, -0.22329, -1.89204], [-3.85266, -0.29528, 1.24926], [-2.14806, -3.13128, -2.65670], [3.62731, 0.40468, 2.06405], [5.26466, -3.34567, 1.25782], [1.16054, -5.16003, 3.91452], [-3.72139, 0.75258, -2.13149], [-2.83004, -1.66741, -4.62556], [4.48666, 2.42866, 4.11522], [4.17844, 3.35004, -1.56410], [1.77940, -0.55988, -0.85989], [1.57243, 4.56842, -2.86592], [4.91388, -5.24400, -0.31708], [-0.97694, -0.86041, 4.58676], [-0.97954, -3.24323, 4.86118], [3.04512, -1.70335, 1.12958], [6.32906, 1.06867, 3.61615], [-1.39817, -2.37264, -0.99395], [-3.32802, -1.86378, -2.49029], [-5.00682, -0.83632, -1.62175], [2.87057, 2.40886, 3.32376], [-2.96966, 4.40443, -2.62089], [0.74725, -4.41612, 1.61211], [-0.56298, 1.87224, -5.40475], [6.39316, 0.42849, 1.94375]],
  "lowdin_charge": [-0.04, -0.08, 0.03, -0.02, -0.05, -0.08, -0.11, -0.09, -0.04, -0.11, -0.08, 0.17, 0.15, 0.20, 0.16, -0.04, -0.02, -0.28, -0.06, -0.48, -0.49, -0.46, -0.04, -0.06, -0.05, -0.70, -0.45, -0.29, -0.49, -0.05, -0.06, -0.55, -0.77, -0.04, -0.03, -0.44, -0.08, -0.08, -0.05, -0.07, -0.05, -0.04, 0.13, 0.07, 0.10, 0.08, 0.08, 0.08, 0.08, 0.08, 0.06, 0.09, 0.11, 0.08, 0.08, 0.05, 0.08, 0.07, 0.09, 0.09, 0.09, 0.05, 0.04, 0.07, 0.06, 0.08, 0.08, 0.12, 0.12, 0.09, 0.08, 0.09, 0.05, 0.08, 0.07, 0.03, 0.13, 0.07, 0.10, 0.07, 0.11, 0.08, 0.07, 0.10, 0.08, 0.06, 0.08, 0.08, 0.07, 0.08, 0.08, 0.07, 0.07, 0.13, 0.06, 0.07, 0.11, 0.13, 0.12, 0.09, 0.11, 0.07, 0.13, 0.07, 0.08, 0.08, 0.07, 0.05, 0.07, 0.08, 0.05, 0.06, 0.10, 0.08, 0.12, 0.07, 0.09, 0.07],
  "de_lowest_kcal_mol": 0.0,
  "orbital_gap_ev": 9.70,
  "e_lumo_ev": 0.2058,
  "largest_force_ev_per_a": 6.7,
  "total_energy_ha": -2120.877980,
  "smiles": "NC(N)=O.NC(N)=O.CC(C)O.CC(C)O.CC(C)O.CC(C)O.CC(C)O.CC(C)O.CC(C)O.CCO.CCO",
  "total_charge": 0
}